1.
Below is a 2-piece molecular cluster, CH3F2NO overall in a non-equilibrium geometry, with properties calculated with ωB97M-V/def2-TZVPD.

- Charge: 0
- Gap between HOMO and LUMO: 9.4 eV
- LUMO energy: 0.48 eV
- Strongest force on any atom: 5.109 eV Å⁻¹

Last columns: bonded neighbours and bond lengths (Å).
CARTESIAN COORDINATES (ANGSTROEM)
1 C -0.43870 0.44149 0.80954  O3 1.389, H6 1.099, H7 1.127
2 N -2.10779 0.39200 -0.37848  F4 1.333, F5 1.329
3 O 0.71424 0.03930 0.14668  C1 1.389, H8 1.037
4 F -2.37814 -0.90765 -0.25304  N2 1.333
5 F -2.83222 0.96422 0.57816  N2 1.329
6 H -0.90869 -0.29421 1.47708  C1 1.099
7 H -0.61193 1.53064 1.04297  C1 1.127
8 H 0.85430 -0.97744 -0.00343  O3 1.037

Population analysis type Löwdin, resulting atomic charges in e: -0.06, -0.08, -0.07, -0.08, -0.09, 0.09, 0.12, 0.17

2.
Below is a 2-piece molecular cluster, CH3F2PS overall in a non-equilibrium geometry, with properties calculated with ωB97M-V/def2-TZVPD.

- Charge: 0
- Gap between HOMO and LUMO: 9.4 eV
- LUMO energy: -0.84 eV
- Strongest force on any atom: 4.163 eV Å⁻¹

Last columns: bonded neighbours and bond lengths (Å).
CARTESIAN COORDINATES (ANGSTROEM)
1 C -0.59150 0.09528 0.40499  F3 1.343, P4 1.784, S5 1.743
2 F -0.77727 1.00201 -1.49590  no bonds
3 F -1.66382 0.65768 0.98494  C1 1.343
4 P 0.89943 1.07180 0.32085  C1 1.784, H6 1.383, H7 1.397
5 S -0.90672 -1.57688 0.02597  C1 1.743, H8 1.461
6 H 1.30578 0.12962 1.24841  P4 1.383
7 H 1.36833 0.52373 -0.87499  P4 1.397
8 H 0.36576 -1.90324 -0.61428  S5 1.461

Population analysis type Löwdin, resulting atomic charges in e: -0.94, -0.52, -0.02, 0.85, 0.82, -0.11, -0.07, -0.02

Please write out number 2 again, unchanged.
Below is a 2-piece molecular cluster, CH3F2PS overall in a non-equilibrium geometry, with properties calculated with ωB97M-V/def2-TZVPD.

- Charge: 0
- Gap between HOMO and LUMO: 9.4 eV
- LUMO energy: -0.84 eV
- Strongest force on any atom: 4.163 eV Å⁻¹

Last columns: bonded neighbours and bond lengths (Å).
CARTESIAN COORDINATES (ANGSTROEM)
1 C -0.59150 0.09528 0.40499  F3 1.343, P4 1.784, S5 1.743
2 F -0.77727 1.00201 -1.49590  no bonds
3 F -1.66382 0.65768 0.98494  C1 1.343
4 P 0.89943 1.07180 0.32085  C1 1.784, H6 1.383, H7 1.397
5 S -0.90672 -1.57688 0.02597  C1 1.743, H8 1.461
6 H 1.30578 0.12962 1.24841  P4 1.383
7 H 1.36833 0.52373 -0.87499  P4 1.397
8 H 0.36576 -1.90324 -0.61428  S5 1.461

Population analysis type Löwdin, resulting atomic charges in e: -0.94, -0.52, -0.02, 0.85, 0.82, -0.11, -0.07, -0.02